[1]
DFT (ωB97M-V/def2-TZVPD) results for a structure of composition C28H27ClN5O2RuS.

The geometry in XYZ format:
```
65
Properties=species:S:1:pos:R:3:lowdin_spin:R:1
Ru 0.4817 0.4764 -0.7029 3.669
O 1.1733 3.5215 1.4559 0.032
C 0.2840 2.9408 0.8715 0.025
O 0.1021 1.6350 0.9344 0.223
C -0.7377 3.7109 0.0753 0.017
C -1.2099 4.8808 0.6675 -0.001
C -2.1404 5.6833 0.0344 0.019
C -2.5886 5.3330 -1.2323 -0.001
C -2.1102 4.1887 -1.8432 0.026
C -1.1895 3.3537 -1.2021 0.041
S -0.6723 1.9494 -2.1657 0.335
H -0.8211 5.1482 1.6411 0.000
H -2.5048 6.5795 0.5183 0.001
H -3.3068 5.9550 -1.7506 0.000
H -2.4439 3.9229 -2.8379 0.003
C 3.6081 -2.8445 2.6165 -0.003
C 2.9836 -1.5786 2.6593 0.005
C 2.1950 -1.1612 1.6246 0.011
C 1.9842 -1.9789 0.4822 0.040
C 1.1867 -1.5453 -0.6270 0.155
C 1.0547 -2.3935 -1.6997 0.061
C 1.6723 -3.6675 -1.7360 0.006
C 2.4384 -4.0810 -0.6872 0.020
C 2.6164 -3.2469 0.4465 0.005
C 3.4253 -3.6572 1.5358 0.005
H 4.2294 -3.1667 3.4421 0.000
H 3.1287 -0.9353 3.5177 0.000
H 1.7230 -0.1846 1.6841 0.005
H 0.4685 -2.0904 -2.5638 0.010
H 1.5438 -4.3038 -2.6029 0.000
H 2.9273 -5.0479 -0.7059 0.001
H 3.9010 -4.6299 1.4918 0.000
Cl 5.9490 -1.1700 -0.7689 0.000
C 4.8290 0.1475 -0.7701 0.002
C 5.0688 1.2838 -0.0138 0.012
C 4.1401 2.3070 -0.0595 0.002
C 3.0050 2.1385 -0.8352 0.024
N 2.7488 1.0193 -1.5230 0.080
C 3.6662 0.0473 -1.5088 0.020
H 5.9592 1.3531 0.5962 0.001
H 4.2677 3.2170 0.5086 0.000
H 2.2675 2.9279 -0.9069 0.002
H 3.4478 -0.8505 -2.0718 0.001
C -2.4194 -1.1588 -1.3466 0.008
N -3.7320 -1.7193 -1.0512 0.005
C -3.5734 -2.7477 -0.0187 0.000
N -2.9792 -2.2127 1.2087 0.004
C -1.6763 -1.6515 0.8746 0.005
N -1.7824 -0.5802 -0.1439 0.113
C -2.6864 0.4693 0.3937 0.003
N -4.0036 -0.0672 0.7122 0.005
C -4.5732 -0.6494 -0.5043 0.000
C -3.8397 -1.1341 1.7011 0.000
H -2.5161 -0.3715 -2.0957 0.002
H -1.7685 -1.9470 -1.7317 0.001
H -2.9336 -3.5435 -0.4053 0.000
H -4.5536 -3.1670 0.2150 0.000
H -1.0305 -2.4380 0.4830 0.000
H -1.2137 -1.2301 1.7696 0.000
H -2.7817 1.2539 -0.3575 0.001
H -2.2281 0.8923 1.2864 0.000
H -4.6827 0.1351 -1.2554 0.000
H -5.5588 -1.0585 -0.2757 0.000
H -4.8198 -1.5472 1.9460 0.000
H -3.3988 -0.7137 2.6068 0.000
```

HOMO level (alpha / beta) = -7.68 / -8.09 eV
ΔE to the lowest compared entry with this formula, charge and spin = 8.7 kcal/mol
Multiplicity = 6
Gap between HOMO and LUMO (alpha / beta) = 7.98 / 6.46 eV
Net charge = 0
Electronic energy = -66957.6429 eV
Lowest unoccupied orbital energy (alpha / beta) = 0.293 / -1.625 eV

=====

[2]
DFT (ωB97M-V/def2-TZVPD) results for a cluster of 2 separate species, C29H30BF5O2 in total at a distorted geometry.

The geometry in XYZ format:
```
67
Properties=species:S:1:pos:R:3:lowdin_charge:R:1
C -3.2668 -2.4600 -0.4438 -0.035
C -2.5681 -1.1146 -0.4376 -0.456
C -3.3567 -0.2652 -1.4109 -0.019
C -2.4116 -0.4872 1.0390 -0.455
C -2.5640 1.0211 1.0357 -0.021
C -3.4084 -1.0451 2.0438 -0.013
O -1.0740 -0.8066 1.4271 0.052
B -0.4329 -1.4123 0.3015 -0.840
C 1.2276 -1.3196 0.2111 -0.127
C 1.9432 -1.0198 1.3616 -0.026
C 3.3462 -1.0126 1.3439 -0.005
C 4.0165 -1.2553 0.1521 -0.160
C 5.5131 -1.0775 0.0590 -0.513
F 6.0994 -1.9981 -0.7646 0.112
F 5.8114 0.1669 -0.4632 0.089
F 6.1327 -1.1534 1.2709 0.114
C 3.3184 -1.5969 -0.9968 -0.015
C 1.9161 -1.6254 -0.9678 -0.059
C -0.3737 -3.0841 0.7842 -0.147
C -0.8513 -4.2006 -0.0815 -0.182
C 0.5630 -4.1745 0.3578 -0.146
O -1.2209 -1.2731 -0.8813 0.060
H -4.3261 -2.3583 -0.1851 0.092
H -3.2113 -2.8686 -1.4575 0.098
H -2.8092 -3.1820 0.2331 0.064
H -4.3885 -0.1349 -1.0461 0.100
H -2.9083 0.7196 -1.5853 0.054
H -3.4068 -0.7870 -2.3753 0.097
H -3.5802 1.3188 0.7384 0.094
H -2.3639 1.4283 2.0343 0.095
H -1.8521 1.4730 0.3415 0.046
H -4.4227 -0.7169 1.7707 0.093
H -3.3919 -2.1386 2.0874 0.086
H -3.2004 -0.6557 3.0467 0.092
H 1.4216 -0.7987 2.2933 0.126
H 3.9002 -0.8134 2.2538 0.118
H 3.8600 -1.8456 -1.9037 0.119
H 1.3818 -1.9125 -1.8734 0.125
H -0.6667 -3.1489 1.8407 0.131
H -1.4851 -4.9706 0.3770 0.105
H -1.0491 -4.0070 -1.1390 0.106
H 1.3183 -3.9527 -0.3978 0.088
H 0.8590 -4.9176 1.1067 0.101
F -3.4825 4.5886 -2.9459 0.071
C -2.3861 3.8983 -2.4861 -0.197
C -1.9346 2.7970 -3.2069 0.018
C -1.0268 1.9445 -2.5995 0.020
C -0.4608 2.2600 -1.3277 -0.189
C 0.4153 1.3338 -0.6660 0.169
C 1.4502 1.8665 0.2086 -0.197
C 2.7958 1.9763 -0.2291 0.007
C 3.7587 2.5704 0.5655 0.016
C 3.3794 3.0319 1.8259 -0.226
F 4.3273 3.6423 2.6083 0.052
C 2.0862 2.9067 2.3244 0.019
C 1.1232 2.3254 1.5087 -0.017
C -0.8440 3.4865 -0.7136 0.023
C -1.8818 4.2505 -1.2311 0.037
H -2.3582 2.5646 -4.1898 0.138
H -0.7179 1.0136 -3.0797 0.143
H 0.5960 0.4042 -1.1930 0.110
H 3.0426 1.5773 -1.2159 0.134
H 4.7866 2.6832 0.2259 0.129
H 1.8400 3.2718 3.3215 0.129
H 0.0996 2.1974 1.8650 0.122
H -0.3479 3.7938 0.2005 0.120
H -2.2982 5.0787 -0.6705 0.131
```

HOMO level = -6.87 eV
Multiplicity = 1
Gap between HOMO and LUMO = 3.57 eV
Net charge = 0
Electronic energy = -48916.6142 eV
Lowest unoccupied orbital energy = -3.305 eV

=====

[3]
DFT (ωB97M-V/def2-TZVPD) results for a structure of composition C23H60CrNO8S7 at a distorted geometry.

The geometry in XYZ format:
```
100
Properties=species:S:1:pos:R:3:lowdin_spin:R:1
Cr -0.4581 -0.1555 0.3533 3.737
C 3.6802 -0.7379 -3.2703 0.000
C 2.2026 -0.6746 -3.4875 -0.001
C 2.0462 -1.3468 -4.8485 0.000
C 2.0359 -2.8753 -4.8001 0.000
C 1.1164 -3.4347 -3.6626 0.000
C 1.2823 -2.8017 -2.2108 0.001
N 1.3566 -1.3288 -2.4430 0.002
O 1.1145 -0.5601 -1.2363 0.002
C 2.5530 -3.3968 -1.6427 0.000
C 0.0241 -3.2622 -1.4046 0.001
C 1.8753 0.8877 -3.7122 0.000
H 4.2079 -1.6916 -3.2677 0.000
H 3.9291 -0.2038 -2.3533 0.000
H 4.0833 -0.1461 -4.0921 0.000
H 2.7783 -1.0687 -5.6067 0.000
H 1.1175 -0.9334 -5.2419 0.000
H 3.1080 -3.0658 -4.7514 0.000
H 1.6126 -3.2175 -5.7445 0.000
H 1.3799 -4.4904 -3.7282 0.000
H 0.0729 -3.3016 -3.9483 0.000
H 3.3485 -3.6374 -2.3480 0.000
H 2.3447 -4.2588 -1.0088 0.000
H 3.0269 -2.6878 -0.9639 0.000
H -0.9147 -2.7815 -1.6798 0.000
H 0.1412 -3.0873 -0.3351 0.001
H -0.2213 -4.3135 -1.5551 0.000
H 2.1265 1.1573 -4.7380 0.000
H 2.2665 1.5178 -2.9134 0.000
H 0.8188 1.1555 -3.7028 0.000
C -4.0864 0.9756 1.6457 0.002
S -2.8041 0.4545 2.7810 0.006
O -1.5002 0.6803 1.9847 0.014
C -3.0637 1.7938 4.0671 -0.001
H -5.0744 0.8551 2.0901 0.000
H -3.9944 0.4852 0.6766 0.000
H -3.8559 2.0223 1.4473 0.000
H -2.6865 1.4932 5.0446 0.000
H -4.1370 1.9494 4.1765 0.000
H -2.5520 2.7064 3.7615 0.000
C 3.4321 -0.1646 2.3495 0.001
S 2.6158 1.3673 1.6974 0.010
O 1.2206 1.0687 1.2038 0.025
C 3.6999 1.3741 0.1684 0.001
H 3.0006 -1.0629 1.9081 0.000
H 3.3187 -0.1688 3.4336 0.000
H 4.4982 -0.1843 2.1232 0.000
H 4.7680 1.2834 0.3659 0.000
H 3.6294 2.3344 -0.3426 0.000
H 3.1993 0.5598 -0.3554 0.000
C -1.9017 -0.5093 -4.1208 0.003
S -2.7907 -0.2753 -2.4774 0.016
O -1.7435 -0.3392 -1.3769 0.027
C -3.2604 1.4731 -2.8941 0.002
H -1.2247 0.3316 -4.2716 0.000
H -2.7068 -0.4903 -4.8553 0.001
H -1.4061 -1.4784 -4.1792 0.000
H -3.6604 2.1229 -2.1157 0.000
H -3.9016 1.4870 -3.7754 0.000
H -2.3688 2.0290 -3.1840 0.000
C -3.6287 -3.3638 -0.4805 0.003
S -2.5400 -3.0248 0.9398 0.018
O -1.8709 -1.6786 0.6410 0.030
C -3.9086 -2.7333 2.0811 0.003
H -4.1851 -4.2893 -0.3324 0.001
H -3.0053 -3.4727 -1.3680 0.000
H -4.3717 -2.5911 -0.6778 0.000
H -4.6120 -3.5587 2.1907 0.001
H -4.5133 -1.9534 1.6182 0.000
H -3.6710 -2.5202 3.1233 0.000
C -2.2412 4.1696 -0.0090 0.004
S -0.6379 3.2585 -0.3726 0.015
O -0.8791 1.7391 -0.5108 0.025
C -0.0448 4.0522 -1.9345 0.005
H -3.0401 3.9378 -0.7134 0.000
H -2.0283 5.2254 -0.1766 0.001
H -2.4125 4.0456 1.0603 0.000
H -0.9060 4.4287 -2.4865 0.000
H 0.4785 3.2477 -2.4513 0.000
H 0.7334 4.7899 -1.7387 0.001
C 0.2741 3.2231 3.6928 0.000
S 1.3199 3.4688 5.2048 0.000
O 2.6262 2.7540 5.0272 0.000
C 1.7316 5.2559 5.0374 0.000
H 0.1055 2.1462 3.6944 0.000
H 0.9041 3.5806 2.8784 0.000
H -0.7000 3.7076 3.6248 0.000
H 0.9255 5.8339 4.5855 0.000
H 2.6610 5.4677 4.5088 0.000
H 1.8564 5.7307 6.0106 0.000
C 0.2577 -0.8244 4.5874 0.001
S -0.0742 -2.0537 3.3224 0.010
O 0.3656 -1.4793 1.9932 0.024
C 1.1714 -3.3242 3.9153 0.004
H -0.4826 -0.0247 4.5604 0.000
H 1.2780 -0.4436 4.5429 0.000
H 0.1140 -1.3704 5.5198 0.000
H 2.1549 -2.8584 3.9788 0.000
H 1.1654 -4.2637 3.3626 0.000
H 0.9112 -3.6673 4.9166 0.001
```

HOMO level (alpha / beta) = -7.22 / -7.26 eV
Multiplicity = 5
Gap between HOMO and LUMO (alpha / beta) = 5.15 / 5.19 eV
Net charge = +1
Electronic energy = -146948.3325 eV
Lowest unoccupied orbital energy (alpha / beta) = -2.069 / -2.073 eV

=====

Among the records above, which one has the highest electronic energy? C29H30BF5O2

=====

Which of these has the lowest multiplicity? C29H30BF5O2

=====

What is the formula in the third record? C23H60CrNO8S7